Record 1
The following is a quantum chemistry calculation of a structure of composition C48H49As2CuF3N2O2SbSi, from the Open Molecules 2025 dataset.

As for the spin multiplicity: 2. The value obtained for the HOMO energy (spin up / spin down) is -8.9 / -10.7 eV. The energy is -246524.6425 eV. The charge is +1. Its maximum force is 0.019 Eh/bohr. As for the energy above the lowest of the compared OMol25 structures with the same formula, charge and spin: 30.50 kcal/mol.

```
109
Properties=species:S:1:pos:R:3:forces:R:3:lowdin_charge:R:1
H 1.72069 -2.81382 3.47044 0.00 0.08 -0.02 0.103
H 2.84199 4.36378 0.09944 -0.09 -0.06 -0.03 0.033
C 4.93379 -2.91672 -2.33426 0.01 -0.19 0.00 -0.071
C 4.98369 2.50468 -1.85456 0.02 -0.09 0.06 -0.097
H -1.09981 3.51628 1.05594 0.10 0.03 -0.02 -0.006
C -5.86891 -2.11982 -0.51516 0.05 0.05 0.01 -0.141
H -2.31621 -3.65002 2.48194 -0.05 0.05 0.16 0.098
H -4.74791 -2.46822 2.39924 -0.07 -0.03 0.00 0.104
H -0.84481 -3.61532 -1.51856 0.11 -0.03 -0.15 0.097
C 4.31779 1.61168 4.13024 -0.04 0.03 -0.01 -0.070
H 5.68189 -0.03582 4.15714 0.06 -0.04 0.05 0.107
C 0.05269 -5.57242 1.05874 0.01 0.21 0.03 -0.276
C 4.70069 -3.93582 -1.42266 0.00 0.06 0.01 -0.071
H 5.34089 -0.60272 1.79494 0.13 -0.10 -0.02 0.098
C 2.20609 4.48818 -0.77826 0.02 0.12 -0.06 -0.243
C -3.78391 2.89548 -0.07826 -0.03 -0.03 0.03 -0.291
H 5.39119 -3.14062 -3.28456 0.04 -0.03 -0.14 0.108
C 3.79979 -2.33392 0.11514 0.02 0.27 0.13 -0.148
C 4.99699 0.54898 3.56034 0.11 -0.12 0.14 -0.076
H 3.37939 -2.10952 1.08694 -0.02 0.00 0.12 0.086
C -4.47661 -1.00342 3.93104 0.01 0.11 0.17 0.005
C -2.59161 0.13248 2.23934 0.19 0.11 -0.14 -0.170
C -3.78461 0.14058 4.29534 0.10 -0.04 -0.12 -0.266
C 4.80659 0.23028 2.22684 -0.02 0.00 -0.13 -0.100
C 2.89729 1.80178 -2.79606 0.11 -0.30 0.03 -0.166
H -0.26181 5.79298 -4.90126 0.04 0.05 -0.04 0.110
C -2.52291 3.91568 -3.23646 -0.23 -0.02 0.00 -0.106
H 4.43959 4.01478 -4.83066 0.01 0.08 -0.08 0.108
N 0.74159 -1.57702 1.25614 0.02 -0.29 -0.03 0.071
C -5.85611 -4.79652 -1.24466 -0.25 -0.06 -0.09 0.001
H -3.40551 3.70868 0.54024 0.09 -0.05 -0.05 0.019
H 1.99209 1.20358 -2.73916 0.02 0.03 -0.06 0.081
H 2.82769 4.36378 -1.66406 -0.09 -0.08 0.03 0.011
C 0.69239 -0.60912 2.21224 0.03 -0.05 -0.34 -0.555
H -4.51001 3.30008 -0.78376 0.05 0.00 -0.02 0.028
C 4.03669 -1.28672 -0.78476 -0.09 0.47 0.12 -0.285
H -1.86231 0.58538 1.57264 -0.07 0.01 0.12 0.040
C -4.68941 -4.18602 -0.81906 0.08 0.00 0.03 -0.115
O 0.60559 0.57398 1.92574 -0.12 0.21 0.18 0.012
C -0.67401 5.13438 -4.15116 -0.06 0.00 -0.01 -0.068
C 3.93239 0.97368 1.43264 0.13 -0.19 -0.54 -0.280
H -0.06601 -2.88002 3.62384 0.08 0.09 -0.02 0.080
Si 3.55149 0.49108 -0.35056 -0.60 0.19 -0.04 0.867
C -4.20831 -1.57892 2.69924 -0.12 -0.07 0.10 -0.121
H -4.18691 0.32838 -1.78056 0.04 0.05 0.05 -0.028
H 0.44509 4.15578 1.62914 0.00 -0.04 -0.04 0.033
C 4.26409 3.38448 -3.97236 0.01 0.03 0.09 -0.076
C -3.54021 1.03128 -2.30526 0.12 0.02 -0.01 -0.339
C 4.59829 -1.61252 -2.02316 -0.03 0.31 0.09 -0.087
C -3.26781 -1.01492 1.85024 0.07 -0.24 -0.76 -0.388
H 1.49719 -1.65342 -0.59476 -0.13 0.10 0.21 0.085
O 0.73839 -0.96592 3.47804 -0.01 0.29 0.07 0.030
C -2.01661 4.80028 -4.17486 0.01 0.00 -0.01 -0.067
H -2.30621 1.60478 3.78304 0.02 0.06 0.06 0.125
C 3.43979 2.35668 3.35754 0.01 0.06 0.07 -0.067
H 4.79739 -0.82312 -2.73466 0.02 0.05 -0.11 0.101
F -4.04051 0.70758 5.48674 0.02 -0.07 -0.13 0.074
C -2.83451 0.71738 3.46784 -0.14 0.04 0.33 0.006
C -0.81641 -4.02472 -0.51686 -0.18 0.04 -0.01 -0.167
C 0.83669 -2.32322 3.88674 -0.05 -0.40 0.20 -0.021
H 1.78189 5.49678 -0.76366 0.04 -0.14 -0.02 0.050
H 4.46179 1.85458 5.17254 0.03 0.02 0.07 0.108
H -4.28831 2.17968 0.57434 0.03 0.00 -0.03 0.017
As 0.72979 3.21548 -0.69016 0.08 0.54 0.05 1.127
N 0.73869 -1.19072 -0.09026 -0.17 0.37 -0.15 0.047
C -7.01441 -4.04272 -1.31776 0.16 0.04 0.05 -0.272
C -1.65851 -3.49372 0.45344 -0.44 0.61 -0.34 -0.415
H 1.18539 4.88868 -3.12986 -0.04 0.09 0.00 0.088
C -0.21891 4.09118 0.76504 -0.22 0.19 0.21 -0.265
H 2.37759 2.65558 -4.68346 -0.07 0.02 -0.08 0.109
H 6.08719 3.93408 -2.99676 0.10 0.07 -0.01 0.109
H -2.66611 5.21458 -4.93126 -0.06 0.02 -0.06 0.110
H 2.52519 2.59028 1.43944 0.11 0.01 0.14 0.046
C -0.79371 -5.08102 2.03984 0.15 -0.16 -0.05 -0.012
F -8.13971 -4.61502 -1.77436 0.07 0.02 0.09 0.075
H -0.77971 -5.51322 3.02654 0.05 -0.12 0.16 0.125
C 4.12989 -3.63872 -0.19376 0.00 -0.22 -0.04 -0.081
C -4.68791 -2.84762 -0.45746 0.54 0.42 0.06 -0.399
C 0.04299 -5.06982 -0.23156 0.18 -0.19 0.15 -0.004
H 2.89699 3.17928 3.79764 -0.06 0.08 0.05 0.108
H 0.93119 -2.28452 4.97034 0.01 -0.05 -0.12 0.109
F 0.92739 -6.54062 1.37624 -0.11 -0.02 -0.04 0.074
H -4.17341 1.74368 -2.82546 -0.04 0.07 -0.01 0.014
C 3.11039 2.62038 -3.89076 -0.11 -0.04 -0.10 -0.092
H -3.77351 -4.75962 -0.77376 0.03 -0.09 -0.02 0.093
C 3.84349 1.71068 -1.76966 0.08 -0.37 0.38 -0.321
C -7.04311 -2.71132 -0.94186 -0.20 -0.11 -0.06 -0.001
C 3.24839 2.03368 2.02934 -0.10 0.12 -0.24 -0.128
C 5.19159 3.33418 -2.94416 0.10 0.12 -0.06 -0.077
H -7.96551 -2.15532 -1.00226 -0.11 0.02 -0.01 0.123
C -0.38011 3.77378 -2.18026 -0.01 -0.06 -0.10 -0.403
H -5.87121 -1.07602 -0.22536 -0.11 0.08 -0.01 0.097
H 5.72039 2.46348 -1.06606 0.14 0.03 0.08 0.108
H 4.97419 -4.95302 -1.65736 0.02 -0.09 -0.05 0.108
H -5.87421 -5.83592 -1.53336 -0.03 -0.09 -0.03 0.123
H 0.69609 -5.48822 -0.98096 0.10 -0.07 -0.05 0.123
As -2.34461 1.94758 -1.03286 -0.43 0.15 -0.23 1.126
C -1.64951 -4.03762 1.72614 -0.05 -0.10 -0.01 -0.126
H -3.57321 3.65528 -3.28886 0.03 -0.01 0.00 0.092
C 0.13429 4.62828 -3.14916 0.28 -0.01 0.11 -0.110
Cu 0.93729 0.99988 -0.08606 0.49 -0.55 -0.13 0.064
H -2.95471 0.47818 -3.03906 0.02 -0.01 0.04 0.029
Sb -2.85551 -1.76672 -0.12676 -0.10 -0.76 0.58 1.523
H 0.78489 -2.56242 1.47994 -0.16 0.09 -0.08 0.124
C -1.71761 3.37058 -2.24486 0.10 -0.14 0.13 -0.412
H -5.21371 -1.42052 4.60214 -0.02 -0.01 0.04 0.124
H 3.95589 -4.42872 0.52394 -0.02 -0.04 0.05 0.106
H -0.15841 -1.37682 -0.54696 0.18 -0.23 0.27 0.025
H -0.52471 5.10188 0.47504 0.07 -0.19 -0.01 0.051
```
Forces are in eV/Å.


Record 2
The following is a quantum chemistry calculation of a structure of composition C48H49BrCaN6O9P4S in a non-equilibrium geometry, from the Open Molecules 2025 dataset.

The value obtained for the HOMO energy is -7.7 eV. The energy is -214423.5712 eV. Its maximum force is 0.075 Eh/bohr. As for the energy above the lowest of the compared OMol25 structures with the same formula, charge and spin: 54.62 kcal/mol.

```
119
Properties=species:S:1:pos:R:3:forces:R:3:lowdin_charge:R:1
C -0.24876 3.14329 -5.65361 -0.01 0.00 0.00 -0.099
C 0.58795 2.76346 -6.68776 0.00 0.01 -0.01 -0.683
H 5.52031 4.43411 1.79211 0.00 0.00 0.01 0.103
N -3.48859 -0.62318 -2.71459 0.05 -0.07 0.00 0.196
P -1.41471 -2.04953 0.31295 0.09 0.05 0.05 1.126
C -3.19755 0.69541 -2.58303 -0.02 0.13 -0.14 -0.625
C 1.36909 1.63501 -6.55506 0.02 0.00 0.00 -0.076
O -2.03967 1.11845 -2.55243 0.28 -0.14 0.34 -0.029
C -4.39078 -0.99018 3.01164 0.00 0.02 0.01 -0.082
C 4.35349 -4.19397 0.93004 0.02 0.02 0.00 -0.027
C -1.35185 -3.33414 -2.81551 -0.09 -0.02 0.10 -0.096
P 3.69094 1.49967 -2.09794 0.25 0.27 -0.25 0.209
O 3.34521 -1.60968 -4.76104 0.04 0.02 0.02 -0.260
C 0.57106 -2.96678 3.75784 0.01 -0.01 -0.01 -0.080
C 5.14314 -2.87973 2.94043 0.01 0.02 -0.01 -0.057
O 3.69989 0.43524 -3.34685 -0.09 -0.05 0.30 -0.268
H 3.45897 -0.21295 2.74990 -0.02 -0.03 -0.03 0.112
C 0.40909 -5.01641 2.52005 0.05 0.00 0.01 -0.085
C -2.41878 -3.41585 -0.45746 0.04 0.02 0.02 -0.298
H -2.77294 6.66994 -0.18127 0.01 0.01 0.00 0.102
C -0.63315 0.59738 5.27702 0.01 -0.01 -0.02 -0.088
H 2.04267 1.30367 3.33628 0.02 0.05 -0.05 0.080
H -4.65471 1.57465 0.81760 -0.01 0.02 -0.02 0.103
H -0.33789 -1.24972 2.86278 -0.02 0.03 0.02 0.087
C -0.25688 2.36530 -4.51191 0.08 0.01 0.05 -0.128
C -1.30547 4.27404 1.71178 -0.01 0.02 0.02 -0.100
C -3.87045 -5.65100 -1.38238 0.07 0.06 -0.01 -0.070
O 4.42989 2.71192 -2.46060 0.00 -0.08 -0.17 -0.263
N 3.87083 -1.12693 2.65916 -0.01 0.07 0.05 0.083
C -1.32390 1.45975 3.14020 0.01 -0.06 -0.01 -0.123
S 2.46326 -1.69795 0.39190 0.03 -0.15 -0.04 0.717
H 0.66842 -1.59840 -3.70370 0.14 -0.28 -0.29 0.012
N 4.35675 -3.04238 1.81067 -0.06 -0.06 0.04 -0.121
H -4.41141 -6.51496 -1.74455 -0.01 0.01 -0.01 0.106
H -1.16797 4.00440 2.75172 -0.01 0.01 -0.03 0.105
H -4.99709 3.45795 -2.22550 0.01 0.01 0.00 0.087
C -1.64021 0.98659 4.40541 0.03 -0.01 0.00 -0.077
H 4.72079 -5.05706 1.48075 0.01 0.00 -0.01 0.091
H -0.41891 3.31406 -1.40581 -0.01 0.01 -0.01 0.086
C -3.35317 -4.07198 0.34068 -0.11 -0.04 0.16 -0.086
H -5.16473 1.17405 -2.76164 0.01 0.01 -0.02 0.133
H -2.71418 0.40338 -0.15612 -0.03 0.01 -0.07 0.072
H -0.87711 0.22282 6.26285 0.00 0.00 0.00 0.103
C -4.07972 -5.16614 -0.10132 0.04 0.03 -0.03 -0.064
H 4.04151 -1.82313 -1.51120 -0.02 0.00 0.12 -0.014
C 3.56252 -1.95558 1.63014 0.02 0.09 0.04 -0.747
C -4.07353 2.97460 -2.53830 0.00 -0.02 0.05 -0.063
H 3.33487 -4.37047 0.59301 -0.03 -0.01 0.01 0.069
N -4.26346 1.53791 -2.50585 -0.08 0.01 0.05 0.020
C -3.32202 -1.66141 2.43909 0.03 0.05 0.11 -0.110
H -3.28288 3.24950 -1.84434 -0.04 -0.01 -0.02 0.056
C -0.14289 -2.31272 2.76802 0.04 0.01 -0.05 -0.120
C -1.60579 5.03620 -0.94008 0.02 0.03 0.04 -0.096
H 0.91236 -2.41569 4.62493 0.00 0.03 0.01 0.097
O -0.22447 -1.88342 -4.01791 0.04 -0.10 0.07 -0.078
C 3.40989 4.80906 1.71619 -0.02 0.01 0.00 -0.075
C -2.20076 5.78473 0.06532 0.00 -0.02 0.00 -0.083
C 4.84290 -1.68056 3.47201 -0.03 -0.01 -0.06 -0.073
C 2.14686 4.26997 1.50705 -0.02 -0.01 0.10 -0.065
H -3.80471 3.33509 -3.53455 0.01 0.00 -0.01 0.088
H -2.68972 -1.23968 -2.65489 0.00 -0.02 0.01 0.051
C -4.89645 0.16015 2.41692 0.03 -0.01 -0.03 -0.085
C 1.00292 1.19106 3.61390 -0.01 0.03 0.00 -0.094
H 1.88483 0.02055 -5.27014 0.01 0.03 0.06 0.084
H -2.12246 1.75198 2.47346 -0.05 -0.02 -0.02 0.086
H -0.87702 4.01855 -5.72953 0.00 0.01 0.01 0.102
H -1.18487 -3.95632 -3.69441 0.01 0.01 0.00 0.136
H -2.78276 -5.37901 -3.20075 0.00 -0.02 -0.01 0.111
H 5.41144 0.67569 -1.18852 0.14 -0.02 0.02 0.091
C -0.88656 3.89462 -0.61776 0.07 0.01 0.01 -0.107
H -3.51702 -3.72453 1.35541 0.03 -0.12 -0.22 0.088
C -0.60468 -3.00726 1.64832 0.04 0.01 0.00 -0.406
N 0.49474 1.26909 -4.34917 0.09 0.27 -0.40 -0.006
C -2.74203 -1.19867 1.25868 -0.05 0.05 -0.07 -0.370
C 4.53720 4.00476 1.64970 -0.03 -0.04 -0.02 -0.075
O 4.35684 -1.87110 -2.43289 0.02 0.00 0.03 -0.134
C 1.28707 0.92042 -5.37025 -0.07 -0.13 -0.02 -0.098
C 1.99965 2.91398 1.23715 0.05 -0.09 -0.04 -0.357
H -0.91106 2.62383 -3.69099 0.01 0.00 0.01 0.080
H -5.74039 0.67428 2.85886 0.01 0.01 0.01 0.103
C 3.14211 2.12006 1.13854 -0.19 -0.11 0.00 -0.167
Br 0.65197 3.78876 -8.26994 0.00 0.00 -0.01 0.762
C -3.22166 -0.01492 0.70399 0.02 0.04 0.02 -0.122
H -0.65362 -4.91806 0.66544 0.02 -0.01 0.00 0.104
H 1.28323 4.91901 1.55178 -0.05 0.02 0.00 0.097
P 0.38891 2.06684 0.98195 0.06 0.10 0.21 1.127
H -4.79459 -5.63998 0.55868 0.00 -0.01 0.00 0.107
H 3.03363 1.08937 0.81294 0.05 0.05 0.16 0.040
H -2.92419 -2.54173 2.93119 0.01 0.05 0.00 0.106
H 1.41034 -4.83448 4.40931 -0.01 0.00 0.00 0.099
C -0.31310 -4.36208 1.53033 -0.04 0.00 0.02 -0.089
N -0.86005 -2.16677 -2.80704 0.08 0.04 0.05 -0.045
H 1.48659 0.41858 5.55161 0.01 0.00 0.00 0.103
H -4.82942 -1.36427 3.92836 -0.01 0.00 0.00 0.106
H -1.69842 5.34343 -1.97449 -0.01 -0.02 -0.01 0.107
H 5.23066 -1.17929 4.33886 0.00 0.01 0.01 0.113
Ca 0.76793 0.31157 -2.07993 -3.77 0.31 0.79 1.230
H 5.84559 -3.62805 3.25850 0.00 -0.02 0.00 0.119
O 4.47513 0.65162 -0.96308 -0.08 -0.06 -0.09 -0.170
C -0.71924 3.50327 0.70949 0.04 0.00 0.01 -0.377
C -2.22815 -3.89461 -1.76467 -0.03 -0.02 -0.14 -0.205
H 2.03607 1.30606 -7.33778 0.00 0.00 -0.01 0.114
H -2.50331 5.98676 2.18012 0.00 0.00 0.00 0.104
O 1.94474 -1.23845 -2.64648 1.19 -1.15 -0.78 -0.567
C 0.85043 -4.32281 3.63639 0.03 0.00 -0.02 -0.091
H -4.38480 -0.98112 -2.43516 0.00 0.01 0.03 0.109
O 2.24968 1.60802 -1.62630 1.66 0.82 0.24 -0.525
C -2.05216 5.39857 1.39111 0.00 0.01 -0.02 -0.076
H 5.27901 2.03141 1.23711 -0.04 0.00 0.00 0.104
C 0.69035 0.70389 4.87490 -0.02 -0.01 0.02 -0.094
H -2.67749 0.92033 4.70601 -0.02 -0.01 -0.01 0.101
H 0.62342 -6.07294 2.41828 0.00 -0.01 -0.01 0.102
H 3.51177 5.86757 1.91850 0.00 0.01 0.00 0.102
P 3.30150 -1.14390 -3.37056 0.13 0.00 -0.25 0.199
H 4.98226 -4.01629 0.05725 0.00 0.00 0.00 0.096
C -4.29997 0.65589 1.26706 0.00 -0.01 0.02 -0.088
C -2.95016 -5.01355 -2.19521 -0.07 -0.05 0.02 -0.042
C 0.00223 1.57426 2.72183 -0.04 -0.02 -0.11 -0.352
C 4.40146 2.65595 1.35079 0.04 0.08 0.08 -0.078
```
Forces are in eV/Å.